A structure of composition C3H3MnO3. Source: the Open Molecules 2025 dataset; level of theory: wB97M-V/def2-TZVPD.

Values from the calculation:
charge = 0
2S+1 = 7
<S²> = 12.0015
Kohn-Sham gap (alpha / beta) = 7.744 / 9.449 eV

Positions of all 10 atoms, in Å:
H: 1.200 -0.718 3.965
O: 3.348 -0.225 6.167
C: 3.496 -1.268 5.575
O: 2.745 -1.857 4.706
O: 4.608 -2.059 5.766
Mn: 3.684 -3.669 4.682
H: 5.270 -1.678 6.379
C: 0.285 -0.074 3.506
C: -0.709 0.649 3.272
H: 0.217 0.106 2.303

A cluster of 2 separate species, C3H3N in total. Source: the Open Molecules 2025 dataset; level of theory: wB97M-V/def2-TZVPD.

Values from the calculation:
charge = 0
Kohn-Sham gap = 8.854 eV

Positions of all 7 atoms, in Å:
C: -0.441 -1.484 -0.225
C: 0.404 -0.408 -0.223
C: 0.768 0.865 0.053
N: 0.682 -1.896 -0.570
H: -1.970 -2.082 0.392
H: 1.861 1.094 0.113
H: 0.063 1.572 0.148

A structure of composition C3H3N. Source: the Open Molecules 2025 dataset; level of theory: wB97M-V/def2-TZVPD.

Values from the calculation:
charge = 0
Kohn-Sham gap = 8.399 eV

Positions of all 7 atoms, in Å:
C: 0.309 -0.276 0.592
C: -0.510 -0.813 -0.297
C: 0.025 1.069 -0.039
N: -0.699 0.517 -0.953
H: 1.160 -0.671 1.305
H: -0.800 -1.844 -0.787
H: 0.514 2.018 0.178

The ion C3H3N2 with charge +1. Source: the Open Molecules 2025 dataset; level of theory: wB97M-V/def2-TZVPD.

Values from the calculation:
charge = +1
Kohn-Sham gap = 8.082 eV

Positions of all 8 atoms, in Å:
C: 1.145 -0.273 -0.077
C: -0.153 -0.204 -0.089
C: -1.198 0.624 -0.102
N: 2.266 0.027 0.077
N: -1.594 -0.656 -0.025
H: -1.593 1.613 -0.187
H: 3.174 -0.009 -0.356
H: -2.047 -1.122 0.758

The ion C3H3N2 with charge +1. Source: the Open Molecules 2025 dataset; level of theory: wB97M-V/def2-TZVPD.

Values from the calculation:
charge = +1
Kohn-Sham gap = 8.230 eV

Positions of all 8 atoms, in Å:
C: 1.056 0.618 -0.193
C: -0.208 0.704 0.200
C: -0.817 -0.534 0.282
N: 1.996 -0.083 -0.045
N: -1.555 0.347 -0.307
H: -1.041 -1.603 0.467
H: 3.069 -0.097 -0.062
H: -2.498 0.647 -0.343

A cluster of 2 separate species, C3H3N2O in total. Source: the Open Molecules 2025 dataset; level of theory: wB97M-V/def2-TZVPD.

Values from the calculation:
charge = +1
Kohn-Sham gap (alpha / beta) = 7.385 / 7.384 eV

Positions of all 9 atoms, in Å:
C: 0.973 -0.196 -3.094
C: 0.497 0.065 -0.156
C: -0.928 0.211 1.811
N: 1.053 0.486 -1.081
N: -0.055 -0.406 1.042
O: 0.805 0.313 -4.095
H: -1.202 -0.207 2.818
H: -1.610 1.052 1.463
H: 0.465 -1.317 1.292

Calculated relative energy (zero: lowest compared OMol25 entry of this formula, charge and spin), 87.4; 508.6; 340.2; 220.5; 363.9; 292.3 kJ/mol (same order as the records).
Calculated max |F|, 3.9; 6.1; 4.7; 2.0; 4.3; 3.5 eV/Å (same order as the records).